(1)
Entry from the OMol25 dataset: a molecular structure, C4H7NO2 in a non-equilibrium geometry (ωB97M-V/def2-TZVPD).

The geometry in XYZ format:
```
14
Properties=species:S:1:pos:R:3
C -0.85 1.66 0.44
C 0.63 -2.13 -0.16
C -0.04 -0.85 0.21
C 0.68 0.43 0.18
O -1.54 1.75 -0.74
N 1.72 0.67 -0.52
O -1.23 -0.79 0.57
H -2.21 1.05 -0.76
H 2.06 1.63 -0.37
H -1.46 1.49 1.32
H -0.19 2.51 0.58
H 0.00 -2.71 -0.83
H 1.60 -1.99 -0.65
H 0.83 -2.73 0.73
```

Values from the calculation:
* orbital gap: 8.5 eV
* lowest unoccupied orbital energy: -0.26 eV
* spin multiplicity: 1
* energy relative to the best compared isomer or geometry (same formula, charge and spin): 80.4 kcal/mol


(2)
Entry from the OMol25 dataset: 2 unconnected molecules or ions with the total composition C2H7N in a non-equilibrium geometry (ωB97M-V/def2-TZVPD).

The geometry in XYZ format:
```
10
Properties=species:S:1:pos:R:3
C 2.88 -0.85 -2.57
C 3.31 -1.18 -1.34
H 3.35 -0.08 -3.18
H 1.91 -1.12 -2.98
H 3.77 -0.30 -0.93
H 3.04 -2.09 -0.84
N -4.47 1.65 2.77
H -4.01 0.75 2.61
H -5.46 1.43 2.70
H -4.32 1.80 3.76
```

Values from the calculation:
* orbital gap: 10.8 eV
* SMILES: C=C.N
* lowest unoccupied orbital energy: 1.32 eV
* spin multiplicity: 1
* energy relative to the best compared isomer or geometry (same formula, charge and spin): 35.9 kcal/mol


(3)
Entry from the OMol25 dataset: a molecular structure, C26H29BF4N2O2PtS in a non-equilibrium geometry (ωB97M-V/def2-TZVPD).

The geometry in XYZ format:
```
66
Properties=species:S:1:pos:R:3
Pt -0.33 -0.29 -1.68
C -4.48 3.15 4.30
C -2.97 3.35 4.43
N -2.20 2.77 3.33
C -1.49 1.54 3.60
C -2.43 0.34 3.67
C -2.15 3.48 2.18
O -2.76 4.52 2.04
C -1.22 3.01 1.09
C -0.29 3.96 0.67
C 0.64 3.61 -0.29
C 0.58 2.34 -0.84
N -0.36 1.46 -0.50
C -1.25 1.78 0.44
H -4.96 3.60 5.16
H -4.74 2.10 4.26
H -4.84 3.64 3.40
H -2.61 2.92 5.36
H -2.76 4.42 4.43
H -0.98 1.64 4.56
H -0.73 1.39 2.83
H -3.11 0.46 4.50
H -1.86 -0.58 3.82
H -3.01 0.25 2.76
H -0.32 4.94 1.10
H 1.39 4.31 -0.61
H 1.31 2.01 -1.57
H -2.00 1.04 0.66
C 5.24 1.55 0.08
C 3.98 0.75 0.21
C 3.00 1.10 1.13
C 1.84 0.34 1.26
C 1.64 -0.75 0.43
C 2.59 -1.09 -0.52
C 3.76 -0.35 -0.62
S 0.12 -1.75 0.56
C 0.42 -2.23 2.34
O 0.38 -3.00 -0.15
H 5.39 2.19 0.95
H 5.17 2.18 -0.81
H 6.10 0.90 -0.03
H 3.13 1.97 1.76
H 1.11 0.61 2.01
H 2.42 -1.95 -1.16
H 4.51 -0.63 -1.33
H 1.42 -2.64 2.41
H -0.32 -2.99 2.58
H 0.30 -1.36 2.98
F -1.63 1.26 -3.17
B -0.67 1.55 -4.18
F -0.96 0.88 -5.31
F 0.56 1.06 -3.62
F -0.58 2.90 -4.35
C -0.25 -1.93 -2.71
C -0.16 -2.98 -3.32
C -0.04 -4.24 -3.94
C -1.06 -5.18 -3.82
C -0.91 -6.44 -4.38
C 0.25 -6.76 -5.06
C 1.27 -5.82 -5.20
C 1.13 -4.57 -4.65
H -1.96 -4.92 -3.28
H -1.71 -7.16 -4.28
H 0.37 -7.75 -5.48
H 2.17 -6.08 -5.74
H 1.91 -3.83 -4.75
```

Values from the calculation:
* orbital gap (alpha / beta): 5.2 / 5.3 eV
* lowest unoccupied orbital energy (alpha / beta): -2.46 / -2.42 eV
* spin multiplicity: 1


(4)
Entry from the OMol25 dataset: 2 unconnected molecules or ions with the total composition BrH2O2PS in a non-equilibrium geometry (ωB97M-V/def2-TZVPD).

The geometry in XYZ format:
```
7
Properties=species:S:1:pos:R:3
O -0.49 0.02 0.50
P 0.92 -0.07 0.19
O 1.63 1.42 0.04
S 1.99 -1.65 -0.30
H 2.49 1.49 -0.22
Br -3.98 -0.62 -0.36
H -2.56 -0.58 0.15
```

Values from the calculation:
* orbital gap: 9.5 eV
* SMILES: O=P(O)=S.Br
* lowest unoccupied orbital energy: -0.99 eV
* spin multiplicity: 1
* energy relative to the best compared isomer or geometry (same formula, charge and spin): 30.7 kcal/mol


(5)
Entry from the OMol25 dataset: 12 unconnected molecules or ions with the total composition C92H122N8O11 in a non-equilibrium geometry (ωB97M-V/def2-TZVPD).

The geometry in XYZ format:
```
233
Properties=species:S:1:pos:R:3
O -0.77 -25.72 -0.37
C -0.36 -26.88 -0.27
C -1.22 -27.94 0.41
C -2.40 -27.51 1.05
C -3.23 -28.44 1.65
C -2.91 -29.76 1.73
C -1.77 -30.22 1.07
C -0.87 -29.29 0.41
C 0.42 -29.72 -0.12
O 0.85 -30.88 -0.07
C 1.30 -28.65 -0.70
C 2.45 -29.07 -1.40
C 3.32 -28.17 -1.93
C 3.00 -26.87 -1.93
C 1.85 -26.47 -1.36
C 0.95 -27.31 -0.74
H -2.70 -26.48 1.15
H -4.21 -28.11 1.97
H -3.64 -30.45 2.13
H -1.59 -31.28 1.02
H 2.74 -30.11 -1.35
H 4.20 -28.61 -2.38
H 3.70 -26.21 -2.42
H 1.75 -25.40 -1.26
O 0.87 -20.51 6.04
C 1.64 -21.40 5.72
C 1.37 -22.87 5.76
C 0.16 -23.28 6.23
C -0.02 -24.66 6.51
C 1.06 -25.57 6.47
C 2.31 -25.18 6.10
C 2.43 -23.75 5.69
C 3.71 -23.31 4.96
O 4.58 -24.11 4.66
C 3.83 -21.89 4.54
C 4.91 -21.44 3.79
C 5.10 -20.07 3.53
C 4.21 -19.13 4.00
C 3.09 -19.47 4.75
C 2.85 -20.86 4.96
H -0.73 -22.70 6.39
H -1.01 -24.73 6.93
H 0.97 -26.60 6.77
H 3.16 -25.84 6.22
H 5.62 -22.19 3.46
H 6.06 -19.82 3.10
H 4.49 -18.13 3.69
H 2.40 -18.66 4.94
O 1.72 -17.74 -0.31
C 0.90 -18.41 0.16
C 0.14 -19.47 -0.60
C 0.42 -19.61 -1.99
C -0.32 -20.48 -2.79
C -1.32 -21.24 -2.23
C -1.61 -21.09 -0.89
C -0.97 -20.16 -0.08
C -1.33 -19.89 1.34
O -2.15 -20.55 1.87
C -0.67 -18.79 2.20
C -1.06 -18.36 3.44
C -0.42 -17.32 4.15
C 0.54 -16.59 3.49
C 1.01 -16.97 2.20
C 0.41 -18.12 1.58
H 1.28 -19.04 -2.33
H 0.07 -20.57 -3.79
H -1.69 -22.04 -2.86
H -2.39 -21.66 -0.41
H -1.84 -18.96 3.89
H -0.68 -17.12 5.18
H 0.99 -15.66 3.81
H 1.87 -16.51 1.74
O 1.22 -23.61 2.32
C 0.69 -24.56 2.89
C -0.74 -24.40 3.26
C -1.42 -23.22 3.10
C -2.78 -23.13 3.48
C -3.43 -24.16 4.12
C -2.76 -25.36 4.26
C -1.45 -25.49 3.78
C -0.84 -26.87 4.07
O -1.30 -27.80 4.69
C 0.54 -27.14 3.45
C 1.09 -28.44 3.34
C 2.27 -28.64 2.58
C 2.87 -27.54 2.02
C 2.40 -26.25 2.18
C 1.27 -26.03 2.88
H -0.83 -22.46 2.61
H -3.22 -22.16 3.34
H -4.41 -23.99 4.53
H -3.21 -26.29 4.58
H 0.53 -29.35 3.49
H 2.70 -29.58 2.26
H 3.75 -27.58 1.40
H 2.86 -25.45 1.61
C 6.54 -27.03 -4.59
C 6.75 -25.52 -4.48
N 7.05 -25.00 -5.80
C 5.83 -24.88 -6.65
C 6.28 -25.43 -7.98
C 7.61 -23.70 -5.65
C 9.16 -23.70 -5.44
H 5.70 -27.25 -5.25
H 6.34 -27.37 -3.57
H 7.52 -27.39 -4.88
H 5.89 -25.07 -3.99
H 7.61 -25.27 -3.86
H 4.91 -25.31 -6.25
H 5.49 -23.85 -6.76
H 7.02 -24.79 -8.46
H 6.71 -26.41 -7.81
H 5.54 -25.59 -8.77
H 7.10 -23.04 -4.94
H 7.56 -23.06 -6.53
H 9.44 -23.85 -4.40
H 9.59 -22.75 -5.75
H 9.64 -24.48 -6.02
C 8.42 -19.62 -8.07
C 8.00 -18.10 -8.12
N 8.56 -17.28 -7.17
C 8.53 -15.85 -7.52
C 9.25 -15.50 -8.78
C 7.99 -17.44 -5.80
C 8.59 -18.51 -5.06
H 7.75 -19.98 -7.29
H 9.50 -19.65 -7.99
H 8.08 -19.97 -9.05
H 8.24 -17.82 -9.14
H 6.91 -17.98 -8.09
H 7.47 -15.60 -7.52
H 8.95 -15.13 -6.81
H 9.96 -16.31 -8.89
H 8.40 -15.36 -9.45
H 9.64 -14.48 -8.80
H 6.91 -17.33 -5.75
H 8.30 -16.54 -5.27
H 7.87 -19.29 -5.31
H 8.79 -18.30 -4.01
H 9.58 -18.86 -5.35
C 6.54 -27.98 1.84
C 7.93 -27.53 1.61
N 8.00 -26.11 1.23
C 8.80 -25.72 0.02
C 8.68 -26.55 -1.23
C 7.46 -25.10 2.15
C 8.22 -24.89 3.46
H 6.09 -27.81 0.87
H 5.96 -27.37 2.54
H 6.40 -29.02 2.15
H 8.53 -27.78 2.48
H 8.43 -28.28 0.99
H 8.76 -24.67 -0.25
H 9.84 -25.80 0.34
H 7.83 -26.27 -1.84
H 9.55 -26.44 -1.88
H 8.63 -27.59 -0.90
H 6.38 -25.23 2.20
H 7.53 -24.22 1.52
H 7.91 -25.63 4.20
H 8.09 -23.88 3.83
H 9.31 -24.95 3.40
C 13.45 -22.50 0.37
C 12.01 -22.56 0.44
N 11.42 -21.52 1.31
C 9.99 -21.18 1.04
C 9.87 -20.48 -0.43
C 11.71 -21.79 2.72
C 11.24 -20.83 3.85
H 13.65 -21.52 -0.07
H 13.90 -23.18 -0.35
H 13.98 -22.66 1.31
H 11.53 -22.59 -0.54
H 11.57 -23.44 0.92
H 9.35 -22.06 1.03
H 9.49 -20.60 1.82
H 9.56 -21.23 -1.15
H 8.98 -19.85 -0.49
H 10.70 -20.03 -0.97
H 12.74 -22.01 3.00
H 11.27 -22.76 2.94
H 10.21 -21.08 4.09
H 11.46 -19.80 3.56
H 11.84 -20.72 4.76
C 2.94 -21.21 0.80
C 3.93 -22.06 0.18
N 4.58 -21.36 -1.02
C 3.85 -21.24 -2.24
C 3.44 -22.55 -3.05
C 6.02 -21.65 -1.12
C 6.31 -23.13 -1.42
H 2.76 -21.65 1.78
H 2.04 -21.41 0.20
H 3.09 -20.14 0.87
H 4.73 -22.22 0.91
H 3.61 -23.05 -0.14
H 3.03 -20.55 -2.03
H 4.57 -20.84 -2.94
H 4.09 -23.41 -2.88
H 2.55 -22.94 -2.56
H 3.09 -22.28 -4.04
H 6.50 -21.34 -0.20
H 6.52 -21.04 -1.87
H 6.29 -23.23 -2.50
H 5.69 -23.94 -1.03
H 7.31 -23.49 -1.20
C 4.45 -17.89 -2.18
C 5.60 -16.87 -2.23
N 5.31 -15.56 -2.23
O 6.76 -17.20 -2.19
H 3.86 -17.32 -1.46
H 4.87 -18.78 -1.71
H 3.93 -18.12 -3.12
H 6.20 -15.10 -2.38
H 4.38 -15.23 -2.44
C 0.56 -22.25 -8.52
C 1.78 -22.01 -7.75
N 1.77 -21.05 -6.82
O 2.76 -22.76 -7.94
H 0.71 -23.19 -9.05
H 0.67 -21.41 -9.21
H -0.24 -22.36 -7.80
H 0.98 -20.43 -6.72
H 2.46 -21.06 -6.08
C 1.07 -25.42 -5.03
C 0.04 -24.39 -4.80
N -0.83 -24.50 -3.86
O 0.00 -23.29 -5.34
H 1.40 -25.91 -4.12
H 1.86 -24.96 -5.62
H 0.69 -26.30 -5.55
H -0.85 -25.39 -3.37
H -1.48 -23.73 -3.86
```

Values from the calculation:
* orbital gap: 6.2 eV
* SMILES: O=C1c2ccccc2C(=O)c2ccccc21.O=C1c2ccccc2C(=O)c2ccccc21.O=C1c2ccccc2C(=O)c2ccccc21.O=C1c2ccccc2C(=O)c2ccccc21.CCN(CC)CC.CCN(CC)CC.CCN(CC)CC.CCN(CC)CC.CCN(CC)CC.CC(N)=O.CC(N)=O.CC(N)=O
* lowest unoccupied orbital energy: -1.43 eV
* spin multiplicity: 1


(6)
Entry from the OMol25 dataset: a molecular structure, H27O14 in a non-equilibrium geometry (ωB97M-V/def2-TZVPD).

The geometry in XYZ format:
```
41
Properties=species:S:1:pos:R:3
O 1.19 -1.57 -4.41
H 0.60 -0.88 -4.06
O -0.27 -2.97 -0.85
H -0.13 -0.06 -1.28
H 0.25 3.23 -2.79
O -2.79 1.86 1.65
H 0.61 2.02 -2.19
H 1.54 -0.66 -0.32
O 2.04 -1.09 -1.02
H 0.16 2.10 -0.17
H -2.44 -0.23 2.58
O 0.87 3.04 -0.39
H -1.68 -0.39 1.38
H 0.57 -2.39 3.32
O -0.25 -2.04 3.67
H -1.46 0.35 -1.85
H -3.60 -2.11 -2.60
O -2.28 -0.93 1.94
H -0.22 -2.70 1.37
H -0.71 -1.76 2.87
O 0.12 2.29 -2.98
H -2.70 1.66 0.72
H 0.38 1.29 4.37
O 0.73 -2.70 1.33
H 0.89 -2.30 0.48
H -2.27 2.66 1.76
O -0.59 1.25 0.45
H -0.22 1.71 1.20
H 2.86 -0.63 -1.19
O -2.90 -2.54 -3.09
H 0.49 3.66 0.23
H 1.58 1.53 3.55
O -0.60 0.04 -2.11
H 2.83 3.75 1.34
H -2.14 -1.96 -2.97
O 1.25 1.71 4.44
H 0.06 -2.18 -1.29
H 1.96 -1.23 -3.94
O 3.57 3.19 1.33
H -1.14 -3.26 -1.14
H 3.18 2.37 1.02
```

Values from the calculation:
* orbital gap: 9.1 eV
* charge: -1
* lowest unoccupied orbital energy: 2.43 eV
* spin multiplicity: 1
* energy relative to the best compared isomer or geometry (same formula, charge and spin): 75.4 kcal/mol